{
  "formula": "H24O12",
  "method": "ωB97M-V/def2-TZVPD",
  "elements": ["O", "H", "H", "O", "H", "H", "O", "H", "H", "O", "H", "H", "O", "H", "H", "O", "H", "H", "O", "H", "H", "O", "H", "H", "O", "H", "H", "O", "H", "H", "O", "H", "H", "O", "H", "H"],
  "xyz": [[0.19616, 0.53299, -0.30092], [-0.13227, -0.36549, -0.26780], [-0.47079, 1.04915, 0.15182], [-3.05274, 1.75516, 1.45947], [-3.61820, 2.37841, 1.00337], [-3.55584, 1.49476, 2.23103], [1.45054, 0.89556, -2.95336], [1.85620, 0.05759, -2.73096], [0.78342, 1.02563, -2.27936], [-2.61046, -0.93385, 2.03811], [-2.60872, -0.00166, 1.82073], [-3.51068, -1.21626, 1.87660], [0.30934, -3.66101, -1.71980], [-0.18677, -2.92127, -1.36924], [-0.32782, -4.37329, -1.77375], [2.69348, 1.15109, 0.49567], [1.89506, 1.00117, -0.01057], [3.07069, 1.94615, 0.11907], [-0.76026, 4.09810, -1.22621], [-0.05986, 4.74995, -1.19837], [-0.35789, 3.29884, -0.88635], [-0.34101, -2.35384, 2.57296], [0.26012, -2.02654, 1.90382], [-1.20384, -2.05231, 2.28861], [2.45030, -1.39484, -2.06213], [1.76406, -1.53310, -1.40928], [2.97999, -2.19130, -2.02589], [1.72663, -1.74519, 0.96481], [2.05426, -0.84757, 1.02112], [2.42686, -2.22924, 0.52710], [0.47839, 3.13395, 1.58863], [0.67994, 4.06109, 1.71513], [1.00668, 2.68160, 2.24629], [-1.41053, -1.74923, -1.11501], [-1.98980, -2.48951, -0.93428], [-1.88463, -1.22568, -1.76105]],
  "forces_ev_per_angstrom": [[0.0, 0.1, -0.3], [-0.3, -0.5, -0.1], [-0.2, 0.5, 0.3], [0.3, -0.4, 0.0], [-0.1, 0.3, -0.3], [-0.3, 0.4, 0.4], [-0.2, 1.0, -0.7], [0.8, -1.0, 0.0], [-0.5, 0.2, 0.5], [0.4, -0.8, 0.2], [0.2, 0.6, -0.4], [-0.3, -0.2, 0.0], [0.6, -0.4, 0.1], [-0.1, 0.3, -0.2], [0.0, -0.4, -0.1], [0.4, -0.3, 0.3], [-0.5, 0.1, -0.1], [0.3, 0.2, 0.0], [-0.3, -0.1, -0.1], [0.2, 0.2, -0.1], [0.2, -0.1, 0.2], [0.2, -1.1, 1.4], [2.0, 0.3, -1.3], [-2.1, 0.8, -0.2], [0.0, 0.2, 0.2], [-0.3, -0.3, 0.2], [0.2, -0.3, -0.4], [-0.7, -0.1, 0.0], [0.4, 0.7, 0.1], [0.2, -0.4, 0.1], [-0.2, -0.2, -0.3], [-0.1, 0.3, 0.0], [0.3, -0.2, 0.1], [-0.1, 0.4, 0.5], [-0.4, -0.2, 0.2], [-0.1, 0.3, -0.4]],
  "lowdin_spin": [0.000, 0.000, 0.000, 0.000, 0.000, 0.000, 0.309, 0.003, 0.004, 0.003, 0.000, 0.000, 0.003, 0.000, 0.000, 0.009, 0.000, 0.000, 0.000, 0.000, 0.000, 0.635, 0.011, 0.011, 0.011, 0.000, 0.000, 0.002, 0.000, 0.000, 0.000, 0.000, 0.000, 0.000, 0.000, 0.000],
  "spin_multiplicity": 2,
  "homo_lumo_gap_ev": [10.8, 2.2],
  "charge": 1,
  "homo_ev": [-13.935, -12.913]
}

{
  "formula": "H24O12Xe",
  "method": "ωB97M-V/def2-TZVPD",
  "elements": ["Xe", "O", "H", "H", "O", "H", "H", "O", "H", "H", "O", "H", "H", "O", "H", "H", "O", "H", "H", "O", "H", "H", "O", "H", "H", "O", "H", "H", "O", "H", "H", "O", "H", "H", "O", "H", "H"],
  "xyz": [[11.14273, -0.55211, -24.51214], [12.20868, -3.89946, -23.50185], [11.26289, -3.80067, -23.61112], [12.30372, -4.59489, -22.85102], [12.37995, 2.79560, -24.56405], [12.19284, 3.65493, -24.94192], [12.82177, 2.98814, -23.73704], [12.65576, 1.29100, -26.75658], [13.33207, 0.62234, -26.86483], [12.95154, 1.81298, -26.01074], [11.83625, 1.47575, -20.94409], [11.43303, 0.63193, -20.74007], [11.11333, 2.10211, -20.90814], [7.73130, -0.84600, -25.13507], [8.13086, -0.77843, -26.00226], [7.58413, 0.06112, -24.86729], [9.75794, 2.57760, -25.61267], [10.12998, 2.37247, -26.47042], [10.50998, 2.58544, -25.02055], [7.44296, -1.42489, -22.38910], [8.02197, -1.98995, -21.87755], [7.94939, -1.20808, -23.17189], [14.06481, -2.83635, -25.30470], [13.36931, -3.17279, -24.73963], [14.86205, -2.92420, -24.78227], [7.45051, 1.77443, -24.20661], [8.30523, 2.05166, -24.53649], [7.57678, 1.67991, -23.26249], [15.36584, 1.39033, -24.85836], [14.74111, 0.88794, -24.33534], [16.18806, 1.33169, -24.37179], [11.38931, -3.08700, -27.90649], [11.36955, -2.37930, -27.26228], [11.59396, -2.65228, -28.73436], [13.92802, 0.32844, -22.75710], [13.25551, 0.91875, -22.41724], [13.92491, -0.41287, -22.15158]],
  "forces_ev_per_angstrom": [[-0.1, -0.2, 0.1], [0.0, 0.1, 0.2], [-0.3, 0.1, -0.2], [0.2, -0.2, 0.1], [-0.3, 0.1, 0.3], [0.1, 0.5, -0.2], [0.3, 0.0, 0.3], [-0.3, -0.1, -0.6], [0.2, -0.2, -0.1], [0.2, 0.1, 0.3], [0.3, 0.1, -0.2], [-0.1, -0.3, 0.1], [-0.2, 0.2, 0.0], [0.1, -0.8, -0.1], [0.1, -0.1, -0.2], [-0.3, 0.9, 0.2], [-0.5, 0.3, 0.1], [0.1, -0.2, -0.3], [0.4, -0.2, 0.2], [-0.1, 0.1, 0.6], [0.0, -0.1, 0.2], [0.0, -0.1, -0.7], [0.3, 0.3, -0.5], [-0.3, -0.3, 0.3], [0.2, 0.0, 0.0], [-0.5, -0.2, 0.2], [0.6, 0.4, -0.6], [-0.2, -0.1, 0.3], [0.1, 0.4, -0.6], [-0.2, -0.4, 0.4], [0.1, 0.0, 0.1], [-0.2, -0.2, 0.0], [0.1, 0.2, 0.2], [0.1, 0.1, -0.2], [0.3, 0.0, -0.1], [-0.4, 0.2, 0.3], [0.1, -0.2, 0.0]],
  "nbo_charge": [0.001, -0.953, 0.485, 0.481, -0.956, 0.488, 0.493, -0.983, 0.480, 0.489, -0.956, 0.480, 0.482, -0.982, 0.471, 0.494, -0.979, 0.495, 0.488, -0.951, 0.455, 0.488, -0.960, 0.488, 0.458, -0.958, 0.498, 0.471, -0.972, 0.493, 0.467, -0.935, 0.468, 0.467, -0.968, 0.493, 0.481],
  "homo_lumo_gap_ev": 10.2,
  "homo_ev": -10.564
}

{
  "formula": "H25O13",
  "method": "ωB97M-V/def2-TZVPD",
  "elements": ["O", "H", "H", "O", "H", "H", "O", "H", "O", "H", "H", "O", "H", "H", "O", "H", "H", "O", "H", "H", "O", "H", "H", "O", "H", "H", "O", "H", "H", "O", "H", "H", "O", "H", "H", "O", "H", "H"],
  "xyz": [[2.10629, -0.37913, -1.31934], [-1.56274, -1.01914, -2.63127], [-3.46757, -1.24469, 0.70685], [1.96143, 0.87176, 1.67031], [1.45489, 0.65737, 0.84717], [-0.06446, -0.31072, -2.20207], [-3.64900, -0.40590, 0.19842], [-2.90182, -0.44078, -0.46079], [4.33170, -0.72411, 0.65008], [3.64115, -0.26062, 0.14656], [4.11400, -1.59416, 0.27495], [0.17477, 3.64469, -1.14571], [1.72906, 0.37194, -1.65089], [-0.36586, 3.76670, -0.30384], [2.26422, -2.97817, -2.87309], [2.23881, -2.97233, -1.94009], [1.72216, -2.26164, -3.26089], [-0.59208, -0.46426, -2.97471], [-1.68808, -0.29464, 2.02341], [-3.34671, 2.53722, -1.07244], [-1.53238, -2.08362, -1.00606], [-0.59844, 3.12881, -1.47916], [0.42453, -2.58046, 2.45364], [-2.45726, 2.21115, -1.39788], [2.81129, 1.07243, 1.56560], [1.17400, -0.77202, 0.80624], [-0.60102, 2.92545, 2.64066], [-0.01485, 2.13093, 2.38594], [-1.27844, 2.73439, 1.87398], [-0.14459, -2.00582, 3.04985], [-0.78203, -1.61501, 2.29475], [-2.60770, 1.33166, -1.39405], [0.48708, -0.81064, 0.21260], [-2.22228, 0.83225, 1.63898], [-1.17292, -2.99891, -0.75875], [-2.05241, 0.46185, 2.44384], [-0.85123, -1.45858, -0.54184], [1.24122, -0.84602, -0.51375]],
  "forces_ev_per_angstrom": [[2.5, -3.2, 0.8], [5.0, 2.3, -1.2], [-0.4, 1.3, -0.8], [-6.5, -1.2, 0.9], [1.3, 1.1, 0.5], [0.4, -0.2, 0.9], [1.4, -1.1, -0.3], [-1.2, -0.4, 0.9], [-0.5, -0.6, -0.5], [0.0, 0.5, -0.3], [0.6, 0.0, 0.4], [-2.9, -0.5, 1.7], [-1.2, 3.2, -1.3], [1.9, 0.5, -0.6], [-0.1, -0.5, -2.5], [-0.4, 0.8, 1.3], [0.5, -0.3, 1.1], [-5.1, -2.0, -0.2], [0.9, -1.6, 0.3], [1.6, -0.2, -0.6], [1.4, -0.9, 1.8], [1.0, 0.0, -1.0], [-0.8, 1.0, 1.2], [-1.3, 5.0, 0.8], [5.2, 1.2, -1.3], [1.7, -0.5, 3.6], [-0.7, -2.3, -3.5], [-0.6, 1.6, 1.1], [1.6, 1.0, 2.4], [-1.3, 0.0, -3.8], [2.5, -1.4, 2.7], [-0.3, -4.7, -0.3], [-4.2, -1.0, -0.1], [-1.6, 2.7, -3.3], [-0.8, 2.0, -0.7], [0.5, -1.0, 2.9], [-0.8, -1.4, -0.6], [0.7, 0.8, -2.7]],
  "nbo_charge": [-1.193, 0.489, 0.484, -0.976, 0.492, 0.475, -0.958, 0.472, -0.971, 0.497, 0.461, -0.941, 0.432, 0.456, -0.971, 0.472, 0.499, -0.984, 0.433, 0.475, -1.039, 0.480, 0.467, -0.932, 0.471, 0.476, -0.939, 0.496, 0.441, -0.919, 0.448, 0.462, -1.102, 0.453, 0.488, -0.888, 0.521, 0.472],
  "homo_lumo_gap_ev": 8.3,
  "charge": -1,
  "homo_ev": -6.038
}

{
  "formula": "H25O13",
  "method": "ωB97M-V/def2-TZVPD",
  "elements": ["O", "H", "H", "O", "H", "H", "O", "H", "O", "H", "H", "O", "H", "H", "O", "H", "H", "O", "H", "H", "O", "H", "H", "O", "H", "H", "O", "H", "H", "O", "H", "H", "O", "H", "H", "O", "H", "H"],
  "xyz": [[0.09714, 2.23642, -0.27928], [-0.67125, 0.14835, -3.63522], [1.96202, -2.47398, -0.49985], [1.52438, 2.11239, -3.22599], [0.70622, 2.01763, -3.75167], [0.76566, -0.19901, -4.22638], [2.53460, -3.03443, 0.10003], [2.33016, -2.78613, 1.00005], [0.43692, -1.92796, 3.22918], [0.80407, -1.23999, 2.75543], [-0.44598, -1.94767, 3.34003], [-2.39912, 0.51107, -0.52508], [0.50977, 3.98679, 0.30361], [-1.57244, 0.58281, 0.09577], [3.35474, 0.00621, 2.03350], [3.16121, 0.56314, 1.39430], [2.60538, -0.18799, 2.50049], [-1.92430, -2.84881, -1.39576], [-1.86251, -3.74780, -1.22138], [0.06754, 1.32245, 0.20882], [-0.14098, -0.20001, -4.28895], [-2.40416, -0.34309, -0.28191], [0.61620, 3.35670, 1.61028], [0.37507, 4.30664, 1.19311], [-1.33472, -2.41758, -0.85556], [1.37021, 1.68947, -2.29381], [-0.63205, 2.23688, 2.20686], [-1.44416, 2.29001, 1.82525], [-0.30421, 1.33907, 2.23621], [-3.63649, -2.07402, 0.68177], [-4.38044, -1.63523, 0.39032], [-2.82898, -1.75524, 0.19175], [0.63707, -0.28364, -1.22567], [0.93536, -1.13515, -1.38881], [0.79230, 2.31621, -0.94299], [0.15791, 0.08267, 1.24930], [0.57258, -0.22139, -0.17813], [-0.33472, -0.64581, 1.67039]],
  "forces_ev_per_angstrom": [[-0.1, -1.3, 0.0], [-0.7, 1.1, 2.8], [1.1, -0.9, 1.5], [-0.3, -0.8, 2.0], [0.4, -0.1, 0.8], [2.8, 0.5, 1.3], [-0.8, 0.5, -1.6], [-0.2, 0.4, 0.2], [4.2, -3.4, 1.6], [0.3, 2.6, -1.6], [-4.4, 0.6, 0.3], [2.7, 4.2, 1.1], [-0.4, 0.3, -0.6], [-1.4, 1.4, -1.6], [4.7, -3.6, 3.1], [-1.7, 4.1, -4.7], [-3.0, -0.4, 1.6], [-2.2, 1.1, -2.6], [0.2, -2.5, 0.6], [0.7, 2.2, -1.1], [-2.1, -1.7, -4.0], [-1.4, -5.1, 0.3], [-1.5, 3.3, -0.8], [1.8, -2.0, 1.6], [2.5, 1.5, 1.7], [0.0, 0.5, -3.1], [3.0, 0.8, 3.6], [-3.4, 0.1, -1.8], [-0.1, -0.8, -0.5], [3.7, -1.3, 1.1], [-2.1, 1.8, -1.2], [-2.1, -1.0, 0.6], [-0.6, 2.1, 1.5], [0.9, -2.4, -0.8], [-0.3, -0.6, 0.4], [0.0, -1.5, 0.4], [-0.1, -0.3, -1.2], [0.1, 0.6, -0.8]],
  "nbo_charge": [-1.003, 0.492, 0.461, -0.973, 0.480, 0.483, -0.944, 0.482, -0.957, 0.484, 0.470, -0.912, 0.466, 0.483, -0.924, 0.464, 0.461, -0.920, 0.469, 0.510, -0.972, 0.412, 0.496, -0.995, 0.459, 0.485, -0.973, 0.468, 0.496, -0.936, 0.471, 0.457, -1.023, 0.435, 0.448, -1.242, 0.501, 0.445],
  "homo_lumo_gap_ev": 9.0,
  "charge": -1,
  "homo_ev": -6.573
}

{
  "formula": "H26HeO13",
  "method": "ωB97M-V/def2-TZVPD",
  "elements": ["He", "O", "H", "H", "O", "H", "H", "O", "H", "H", "O", "H", "H", "O", "H", "H", "O", "H", "H", "O", "H", "H", "O", "H", "H", "O", "H", "H", "O", "H", "H", "O", "H", "H", "O", "H", "H", "O", "H", "H"],
  "xyz": [[-0.02948, 0.23296, 0.09641], [-1.58246, -0.11590, -2.46095], [-1.80624, -0.47743, -1.60336], [-0.87649, -0.67734, -2.78129], [-0.83405, 2.76886, -1.29280], [-0.07067, 2.87866, -1.85974], [-1.10463, 1.86068, -1.42782], [0.73834, -1.26354, -3.50761], [0.36440, -1.54539, -4.34246], [1.21405, -2.02973, -3.18685], [2.49509, -1.79209, 1.96959], [2.02565, -2.12539, 1.20489], [1.83381, -1.30945, 2.46557], [1.25392, -2.63219, -0.24886], [0.36354, -2.29570, -0.14769], [1.28168, -2.97256, -1.14307], [2.51012, 1.43942, 2.12297], [2.95391, 0.92390, 1.44953], [1.78808, 1.86612, 1.66164], [1.65557, 0.86968, -1.82180], [2.04410, 1.66592, -2.18413], [1.27600, 0.42224, -2.57808], [3.83058, 0.24250, -0.18825], [4.09296, -0.51503, -0.71127], [3.23838, 0.73375, -0.75765], [-3.25172, 0.90015, 0.29129], [-3.20061, 1.04450, 1.23617], [-3.51948, 1.74656, -0.06665], [-1.45299, -2.02319, -0.34063], [-2.10301, -2.57401, -0.77687], [-1.91308, -1.66405, 0.41803], [0.16742, 2.73552, 1.39574], [-0.06520, 2.46585, 0.50725], [-0.49566, 2.32671, 1.95198], [-1.89776, 1.47479, 2.81257], [-1.88099, 0.51777, 2.80593], [-2.66572, 1.69772, 3.33866], [-2.08209, -1.28268, 2.34362], [-2.89326, -1.74796, 2.54795], [-1.40204, -1.77060, 2.80804]],
  "forces_ev_per_angstrom": [[0.0, -0.1, 0.1], [-0.5, 0.6, -0.3], [0.0, -0.1, 0.4], [0.3, -0.1, 0.1], [-0.1, 0.4, 0.3], [0.1, 0.0, -0.1], [-0.1, -0.6, -0.3], [0.0, 0.0, -0.1], [-0.1, 0.0, -0.4], [0.3, -0.1, 0.2], [0.2, -0.2, 0.7], [0.1, -0.1, -0.4], [0.1, 0.4, 0.2], [0.4, -0.3, -0.4], [-0.7, 0.2, -0.1], [0.1, -0.2, 0.0], [0.3, -0.2, 0.4], [0.4, -0.5, -0.1], [-0.6, 0.5, 0.0], [0.1, 0.4, 0.2], [0.1, 0.3, -0.2], [-0.2, -0.4, -0.3], [0.6, 0.2, 0.2], [0.0, -0.2, 0.1], [-0.4, -0.2, -0.2], [-0.2, -0.5, -0.4], [0.4, 0.2, 0.3], [0.0, 0.2, -0.2], [0.0, -0.2, -0.4], [-0.1, -0.3, -0.2], [-0.1, 0.4, 0.7], [0.5, 0.3, 0.1], [-0.3, 0.2, -0.6], [-0.3, -0.1, 0.3], [-0.3, 0.4, 0.0], [0.2, -0.6, 0.0], [-0.1, 0.3, 0.3], [-0.1, 0.1, -0.2], [-0.4, -0.1, 0.1], [0.4, -0.2, 0.2]],
  "nbo_charge": [0.001, -0.986, 0.489, 0.476, -0.954, 0.468, 0.495, -0.953, 0.491, 0.484, -0.956, 0.479, 0.458, -0.960, 0.502, 0.461, -0.994, 0.484, 0.482, -0.957, 0.466, 0.496, -0.952, 0.468, 0.481, -0.967, 0.477, 0.480, -0.977, 0.483, 0.507, -0.980, 0.486, 0.488, -0.964, 0.494, 0.476, -0.960, 0.490, 0.498],
  "homo_lumo_gap_ev": 8.7,
  "homo_ev": -9.190
}

{
  "formula": "H26HeO13",
  "method": "ωB97M-V/def2-TZVPD",
  "elements": ["He", "O", "H", "H", "O", "H", "H", "O", "H", "H", "O", "H", "H", "O", "H", "H", "O", "H", "H", "O", "H", "H", "O", "H", "H", "O", "H", "H", "O", "H", "H", "O", "H", "H", "O", "H", "H", "O", "H", "H"],
  "xyz": [[-0.32686, 0.02618, -0.27788], [3.01204, -1.91307, -1.18935], [2.92242, -1.09320, -1.67517], [3.73602, -1.75508, -0.58344], [3.06888, 0.76564, -0.04025], [3.73188, 1.15690, -0.60909], [2.26566, 1.24534, -0.24263], [-1.90791, 3.23224, -1.74288], [-1.05679, 3.27943, -1.30747], [-2.04592, 2.29806, -1.89942], [2.08752, -0.22589, -3.44928], [1.75540, 0.65909, -3.60004], [2.78935, -0.33149, -4.09156], [-2.87814, 0.79959, 1.27562], [-2.95253, -0.02899, 0.80218], [-3.61145, 0.79117, 1.89078], [0.65977, -3.69754, -1.95190], [1.20973, -2.94713, -1.72682], [1.21883, -4.45929, -1.79884], [-2.72593, 0.84071, -2.21775], [-2.52988, 0.23140, -1.50604], [-2.31506, 0.44943, -2.98867], [-0.84778, -2.98819, 1.26009], [-1.21515, -2.78167, 2.11953], [-0.19527, -2.30470, 1.10748], [-1.11872, 2.60239, 2.12933], [-0.62516, 2.19118, 2.83893], [-1.69188, 1.90896, 1.80242], [0.08266, 0.64211, 4.11989], [0.32597, 0.02085, 3.43354], [0.88593, 0.76854, 4.62489], [0.91381, 2.48909, -0.09948], [0.18013, 2.41401, 0.51069], [1.44971, 3.19825, 0.25568], [1.14289, -0.68880, 1.76705], [1.73005, -0.35425, 1.08915], [1.69688, -1.25151, 2.30805], [-2.84865, -1.35236, -0.15252], [-2.28269, -2.06427, 0.14600], [-3.68970, -1.77313, -0.33093]],
  "forces_ev_per_angstrom": [[0.0, 0.0, -0.1], [0.0, -0.6, 0.0], [-0.3, 0.4, -0.3], [0.1, 0.0, 0.2], [0.6, -0.5, 0.2], [0.2, 0.0, -0.1], [-0.9, 0.6, -0.1], [0.4, 1.1, 0.1], [0.2, 0.2, 0.1], [-0.4, -0.5, -0.1], [0.1, -0.1, 0.3], [-0.2, 0.3, 0.0], [0.2, -0.1, -0.2], [-0.2, 0.7, 0.6], [0.2, -0.7, -0.4], [-0.2, 0.2, 0.2], [-0.5, -0.1, -0.2], [0.4, 0.3, 0.1], [0.1, -0.1, 0.1], [-0.2, -0.3, -0.3], [0.0, -0.4, 0.4], [0.1, -0.1, -0.3], [-0.5, -0.3, -0.3], [-0.1, 0.1, 0.3], [0.5, 0.4, 0.0], [0.9, 0.9, -0.3], [0.2, -0.3, 0.5], [-0.6, -0.5, -0.3], [-0.3, 0.2, 0.4], [0.1, -0.1, -0.6], [0.2, 0.1, 0.2], [0.5, -0.1, -0.8], [-0.8, 0.0, 0.9], [0.0, 0.3, 0.1], [-0.6, -0.4, 0.4], [0.4, 0.3, -0.4], [0.3, -0.3, 0.1], [-0.4, 0.0, -0.5], [0.8, -0.6, 0.3], [-0.3, 0.0, -0.2]],
  "nbo_charge": [0.001, -0.972, 0.496, 0.473, -0.996, 0.475, 0.503, -0.977, 0.459, 0.479, -0.949, 0.479, 0.475, -0.980, 0.494, 0.474, -0.955, 0.487, 0.465, -0.938, 0.495, 0.476, -0.956, 0.470, 0.496, -0.999, 0.485, 0.497, -0.959, 0.488, 0.469, -0.988, 0.515, 0.479, -0.976, 0.511, 0.474, -0.974, 0.517, 0.488],
  "homo_lumo_gap_ev": 9.9,
  "homo_ev": -9.872
}